Computed, not measured: C14H17N3O2 in the gas phase in a non-equilibrium geometry, with wB97M-V/def2-TZVPD.

Output
Net charge   0
Frontier orbital gap   9.27 eV
LUMO level   0.55 eV
DFT total energy   -23356.903 eV
HOMO   -8.7 eV
SMILES   C=C(C)C(C)(C)n1[nH]c(=O)n(-c2ccccc2)c1=O

Last columns: bonded neighbours and bond lengths (Å).
Atoms and positions in Å:
1 C 1.7148 -1.4668 0.1069  C6 1.579, N11 1.511, C13 1.528, C23 1.515
2 H 1.7925 -3.6896 -1.5834  C15 1.162
3 H 3.5074 -0.4377 0.8543  C13 1.085
4 O -1.1029 -0.5193 -0.5436  C21 1.193
5 C -4.2521 1.6330 2.3483  C16 1.358, C27 1.405, H36 1.113
6 C 1.1030 -2.9044 0.3343  C1 1.579, C15 1.363, C17 1.521
7 H -2.3645 0.7024 3.1860  C27 1.177
8 H -0.0607 -2.4178 2.1808  C17 1.091
9 N -0.8801 0.8926 1.2533  C14 1.357, C21 1.363, C22 1.341
10 C -3.9343 2.7643 0.2732  C16 1.405, H24 1.141, C25 1.434
11 N 0.7518 -0.5588 0.8348  C1 1.511, N20 1.427, C21 1.420
12 H -2.0540 2.3668 -0.7945  C25 1.072
13 C 2.9738 -1.3759 0.9684  C1 1.528, H3 1.085, H30 1.133, H34 1.097
14 C 0.0660 1.2699 2.1496  N9 1.357, N20 1.366, O35 1.233
15 C 1.3234 -3.9213 -0.5461  H2 1.162, C6 1.363, H29 1.085
16 C -4.7483 2.4345 1.3705  C5 1.358, C10 1.405, H31 1.052
17 C 0.4447 -3.2356 1.6652  C6 1.521, H8 1.091, H18 1.057, H28 1.151
18 H 1.0649 -3.5800 2.4494  C17 1.057
19 H 2.0150 0.5961 2.1809  N20 1.016
20 N 1.0805 0.4145 1.8254  N11 1.427, C14 1.366, H19 1.016
21 C -0.4635 -0.0230 0.3335  O4 1.193, N9 1.363, N11 1.420
22 C -2.0899 1.4689 1.2152  N9 1.341, C25 1.442, C27 1.367
23 C 1.9687 -1.0420 -1.3250  C1 1.515, H26 1.083, H32 1.107, H33 1.170
24 H -4.3924 3.4346 -0.5284  C10 1.141
25 C -2.6312 2.1939 0.0926  C10 1.434, H12 1.072, C22 1.442
26 H 1.8621 0.0347 -1.3764  C23 1.083
27 C -2.8945 1.2733 2.3035  C5 1.405, H7 1.177, C22 1.367
28 H -0.5261 -3.8158 1.4496  C17 1.151
29 H 1.0025 -4.9579 -0.5520  C15 1.085
30 H 3.6662 -2.1364 0.4943  C13 1.133
31 H -5.7445 2.7438 1.5029  C16 1.052
32 H 3.0290 -1.2624 -1.5519  C23 1.107
33 H 1.2532 -1.6408 -2.0309  C23 1.170
34 H 2.9202 -1.6386 2.0321  C13 1.097
35 O 0.0645 2.0985 3.0622  C14 1.233
36 H -4.8686 1.4177 3.2493  C5 1.113